(1)
The following is a quantum chemistry calculation of a cluster of 2 separate species, C4H15N2O in total in a non-equilibrium geometry, from the OMol25 dataset.

Geometry as XYZ:
```
22
Properties=species:S:1:pos:R:3:nbo_charge:R:1
C 1.76946 1.28261 -0.40205 -0.63
C 0.84462 0.14694 0.04715 -0.06
C -0.41295 0.71381 0.73085 -0.44
C -1.76684 0.74404 -0.02897 -0.23
N -1.51598 1.04838 -1.43836 -0.89
N 0.37631 -0.79085 -0.98045 -0.71
H 1.35482 2.25655 -0.66561 0.23
H 2.59582 1.46422 0.27157 0.25
H 2.10726 0.95285 -1.39749 0.21
H 1.43966 -0.38017 0.77182 0.23
H -0.60988 0.29682 1.72402 0.24
H -0.14526 1.68832 1.14004 0.23
H -2.29766 1.56207 0.45203 0.22
H -2.20442 -0.24064 0.08948 0.20
H -1.08339 1.94658 -1.62007 0.39
H -0.30645 -0.28617 -1.60036 0.46
H -2.28978 0.99794 -2.08946 0.40
H 1.01609 -1.19472 -1.66542 0.44
H -0.19009 -1.50362 -0.51692 0.45
H 1.32293 -2.26615 2.33397 0.48
H -0.15406 -2.75375 2.44447 0.49
O 0.61325 -2.71186 1.87047 -0.96
```

The calculation puts the energy relative to the best compared isomer or geometry (same formula, charge and spin) at 117.06 kJ/mol. The total energy is -9412.4490 eV. The total charge is +1. The frontier orbital gap comes out at 10.982 eV. As for the highest occupied orbital energy: -13.92 eV.

=====

(2)
The following is a quantum chemistry calculation of the molecule C5H11N3 in a non-equilibrium geometry, from the OMol25 dataset.

Geometry as XYZ:
```
19
Properties=species:S:1:pos:R:3:nbo_charge:R:1
H -2.61041 1.81916 0.83908 0.34
N -1.78211 1.27993 1.08875 -0.67
C -1.59534 0.26234 0.37055 0.41
N -2.11688 -0.04349 -0.90412 -0.83
C -0.31668 -0.51832 0.20612 0.13
N -0.48858 -1.87161 0.56024 -0.83
C 0.86615 0.04794 -0.09690 -0.08
C 2.17192 -0.63852 0.21394 -0.64
C 0.98412 1.46345 -0.57279 -0.62
H -2.92370 0.47041 -1.23703 0.37
H -2.07936 -0.96704 -1.30398 0.40
H -1.17006 -2.00681 1.29620 0.37
H 0.37466 -2.35059 0.78299 0.38
H 2.12591 -1.22112 1.13705 0.20
H 2.47051 -1.31587 -0.59132 0.21
H 2.97823 0.10313 0.34690 0.22
H 0.04646 1.89939 -0.85072 0.22
H 1.42300 2.07584 0.20071 0.21
H 1.64217 1.51176 -1.48567 0.20
```

The calculation puts the energy relative to the best compared isomer or geometry (same formula, charge and spin) at 130.29 kJ/mol. The total energy is -9832.5559 eV. The total charge is 0. The frontier orbital gap comes out at 8.578 eV. As for the highest occupied orbital energy: -7.63 eV.